No. 1
Formula: C69H68Ge2IN4OPbS4
Source: the Open Molecules 2025 dataset
Level of theory: ωB97M-V with the def2-TZVPD basis set

The calculation puts the LUMO energy at 2.18 eV. The value obtained for the HOMO energy is -4.505 eV. The net charge is -1. The spin multiplicity is 1.

The geometry in XYZ format:
```
150
C69H68Ge2IN4OPbS4 (ωB97M-V with the def2-TZVPD basis set)
Pb 1.9939 -2.9393 -1.5416
C -1.2368 6.3856 4.1576
C -2.1599 5.3454 3.5826
C -2.2795 4.0913 4.1632
C -3.0936 3.1081 3.6127
C -3.1862 1.7562 4.2661
C -3.7958 3.3904 2.4388
C -3.7386 4.6683 1.8693
C -4.5279 5.0253 0.6376
C -2.9138 5.6225 2.4493
C -4.6202 2.3225 1.7970
C -5.9788 2.2812 2.0953
C -6.8001 1.3227 1.5292
C -6.2621 0.3874 0.6633
C -4.9055 0.3954 0.3499
C -4.0720 1.3720 0.9198
Ge -2.1551 1.4404 0.5200
S -1.3563 -0.0183 -0.9850
S -0.6040 1.3888 2.1319
Ge 0.4501 2.3370 0.3784
S 0.6436 0.6159 -1.0295
S -1.4006 3.3663 -0.3431
C 2.0139 3.4658 0.6396
C 2.8788 3.1987 1.7076
C 3.9684 4.0356 1.9283
C 4.2042 5.1192 1.0995
C 3.3593 5.3660 0.0298
C 2.2651 4.5438 -0.2167
C 1.4063 4.8129 -1.4047
C 0.4052 5.7845 -1.3296
C 0.1786 6.5623 -0.0601
C -0.4146 5.9887 -2.4320
C -0.2661 5.2443 -3.5941
C -1.2064 5.4244 -4.7544
C 0.7579 4.3082 -3.6563
C 1.6100 4.0843 -2.5821
C 2.7344 3.0912 -2.7060
C 2.6817 2.0175 2.5957
C 3.1068 0.7546 2.1814
C 3.7893 0.5162 0.8593
C 2.9179 -0.3306 3.0381
C 2.3306 -0.1789 4.2810
C 2.1157 -1.3578 5.1907
C 1.9168 1.0935 4.6739
C 2.0782 2.1940 3.8513
C 1.5597 3.5429 4.2730
C -4.4064 -0.6906 -0.5441
C -4.3393 -0.5120 -1.9247
C -4.6528 0.8089 -2.5759
C -3.8891 -1.5697 -2.7137
C -3.4899 -2.7747 -2.1611
C -2.9149 -3.8745 -3.0090
C -3.5845 -2.9372 -0.7798
C -4.0426 -1.9165 0.0342
C -4.1198 -2.1067 1.5249
H -0.8136 6.0561 5.1062
H -1.7598 7.3286 4.3255
H -0.4078 6.5878 3.4753
H -1.7131 3.8627 5.0599
H -2.7849 1.7921 5.2787
H -2.6123 1.0099 3.7101
H -4.2167 1.4024 4.3130
H -5.4670 4.4758 0.5780
H -3.9584 4.7981 -0.2641
H -4.7519 6.0926 0.6275
H -2.8538 6.6077 1.9976
H -6.3834 3.0213 2.7754
H -7.8559 1.3004 1.7682
H -6.8895 -0.3776 0.2223
H 4.6362 3.8153 2.7524
H 5.0587 5.7609 1.2746
H 3.5485 6.1957 -0.6410
H -0.0011 5.8904 0.7824
H -0.6899 7.2133 -0.1611
H 1.0431 7.1799 0.1933
H -1.2093 6.7250 -2.3681
H -1.7975 6.3339 -4.6468
H -1.8975 4.5819 -4.8227
H -0.6638 5.4785 -5.6992
H 0.8986 3.7287 -4.5624
H 2.8850 2.8071 -3.7461
H 2.5265 2.1655 -2.1640
H 3.6685 3.4982 -2.3153
H 3.6001 1.3087 0.1363
H 3.4725 -0.4372 0.4380
H 4.8723 0.4605 1.0003
H 3.2287 -1.3122 2.6983
H 2.6194 -2.2453 4.8106
H 1.0521 -1.5889 5.2819
H 2.4948 -1.1521 6.1938
H 1.4350 1.2227 5.6382
H 1.1269 3.4895 5.2722
H 0.7779 3.8866 3.5896
H 2.3456 4.3007 4.2777
H -5.2833 1.4413 -1.9510
H -5.1589 0.6566 -3.5300
H -3.7265 1.3557 -2.7752
H -3.8042 -1.4217 -3.7853
H -2.8545 -3.5795 -4.0566
H -3.5180 -4.7827 -2.9423
H -1.9096 -4.1266 -2.6659
H -3.2499 -3.8642 -0.3271
H -3.7108 -3.0735 1.8048
H -5.1514 -2.0404 1.8802
H -3.5511 -1.3373 2.0546
O 3.2225 -2.8284 0.4573
C 3.5499 -3.9236 1.0734
C 3.0456 -4.2100 2.3654
C 3.4394 -5.3251 3.0690
C 4.3443 -6.2394 2.5247
C 4.8085 -6.0166 1.2430
C 4.4220 -4.8935 0.5097
C 4.8748 -4.7395 -0.8710
N 4.1581 -4.2984 -1.8861
C 4.9471 -4.3837 -3.0097
C 6.1599 -4.8930 -2.6733
N 6.1007 -5.1157 -1.3124
H 2.3115 -3.5227 2.7659
H 3.0223 -5.5042 4.0537
H 4.6434 -7.1215 3.0742
H 5.4566 -6.7524 0.7765
H 4.5932 -4.0451 -3.9691
H 7.0413 -5.0977 -3.2528
H 6.8474 -5.4302 -0.7193
C 1.5296 -6.2818 -3.0867
N 0.9849 -5.3255 -2.1487
C 0.2165 -5.7698 -1.2175
C -0.3163 -4.9817 -0.1577
C -0.9577 -5.4555 0.9966
C -1.1079 -4.3459 1.8297
C -0.5551 -3.2610 1.1300
N -0.0849 -3.6335 -0.0664
C 1.2145 -5.9601 -4.5318
C 1.3077 -6.9644 -5.4918
C 1.0768 -6.6934 -6.8313
C 0.7519 -5.4044 -7.2331
C 0.6586 -4.3976 -6.2843
C 0.8823 -4.6747 -4.9426
H 1.1854 -7.3007 -2.8596
H 2.6209 -6.2840 -2.9766
H -0.0294 -6.8396 -1.1861
H -1.2431 -6.4781 1.1957
H -1.5465 -4.3203 2.8161
H -0.4915 -2.2270 1.4459
H 1.5619 -7.9728 -5.1825
H 1.1495 -7.4887 -7.5630
H 0.5748 -5.1869 -8.2788
H 0.4201 -3.3847 -6.5817
H 0.8063 -3.8766 -4.2174
I 2.8040 -1.0169 -3.8151
```

No. 2
Formula: C69H77N6O2P3SSi2SnTe
Source: the Open Molecules 2025 dataset
Level of theory: ωB97M-V with the def2-TZVPD basis set

The calculation puts the LUMO energy (alpha / beta) at -11.22 / -12.15 eV. The value obtained for the HOMO energy (alpha / beta) is -16.614 / -16.650 eV. The net charge is +4. The spin multiplicity is 1.

The geometry in XYZ format:
```
162
C69H77N6O2P3SSi2SnTe (ωB97M-V with the def2-TZVPD basis set)
Sn 0.1941 -0.3258 0.6848
O -3.2377 1.2247 0.1400
S -2.4716 1.6636 1.3324
C -2.7580 3.4343 1.5013
C -3.9569 3.9733 1.9610
C -4.0822 5.3487 2.0462
C -3.0231 6.1751 1.6808
C -1.8365 5.6336 1.2136
C -1.7038 4.2506 1.1195
P -0.2021 3.4843 0.4424
C -0.1961 4.0790 -1.2519
C 0.9696 4.5187 -1.8921
C 0.9020 5.0101 -3.1864
C -0.3180 5.0390 -3.8601
C -1.4742 4.5617 -3.2435
C -1.4180 4.0695 -1.9515
C 1.1720 4.2282 1.3557
C 1.6283 5.5343 1.1446
C 2.6535 6.0379 1.9336
C 3.2313 5.2543 2.9295
C 2.7917 3.9522 3.1342
C 1.7719 3.4426 2.3449
C -3.2255 1.0651 2.8303
C -4.6048 0.9982 2.9821
C -5.1136 0.7073 4.2374
C -4.2537 0.5104 5.3177
C -2.8758 0.5229 5.1422
C -2.3402 0.7498 3.8732
P -0.5382 0.6359 3.5371
C 0.1087 1.8828 4.6849
C -0.3400 3.1997 4.5326
C 0.0654 4.1752 5.4277
C 0.9292 3.8468 6.4689
C 1.3795 2.5421 6.6193
C 0.9836 1.5564 5.7207
C 0.0650 -0.9654 4.1616
C -0.6453 -1.8621 4.9572
C -0.0493 -3.0542 5.3593
C 1.2409 -3.3722 4.9552
C 1.9543 -2.4905 4.1495
C 1.3657 -1.2953 3.7521
H -4.7819 3.3372 2.2551
H -5.0121 5.7826 2.3960
H -3.1274 7.2515 1.7448
H -1.0253 6.2873 0.9229
H 1.9156 4.5085 -1.3698
H 1.7962 5.3903 -3.6673
H -0.3690 5.4383 -4.8685
H -2.4241 4.5963 -3.7685
H -2.3202 3.7052 -1.4671
H 1.2006 6.1628 0.3734
H 3.0056 7.0503 1.7668
H 4.0294 5.6616 3.5423
H 3.2471 3.3364 3.9045
H 1.4305 2.4289 2.4943
H -5.2591 1.1700 2.1318
H -6.1876 0.6603 4.3832
H -4.6650 0.3205 6.3026
H -2.2183 0.3528 5.9887
H -1.0176 3.4574 3.7251
H -0.2967 5.1927 5.3241
H 1.2523 4.6128 7.1656
H 2.0307 2.2835 7.4467
H 1.3369 0.5388 5.8444
H -1.6555 -1.6409 5.2780
H -0.5957 -3.7355 6.0037
H 1.6938 -4.3058 5.2725
H 2.9691 -2.7270 3.8475
H 1.9373 -0.5867 3.1529
C 4.1566 2.6639 -0.5391
C 3.1663 1.5013 -0.6433
C 3.1317 0.9400 -2.0611
C 3.5265 0.4574 0.4137
C 4.9281 -0.1173 0.2259
O 4.7355 -1.5350 0.4195
C 3.4374 -1.7931 0.5519
N 2.6440 -0.7630 0.4679
C 3.1727 -3.2147 0.8897
C 4.2916 -3.9300 1.3483
C 4.1925 -5.2427 1.7745
C 2.9614 -5.8706 1.7550
C 1.8522 -5.1881 1.2770
C 1.9313 -3.8679 0.8334
P 0.4180 -3.1586 0.0818
C -0.8413 -4.1834 0.9198
C -1.5459 -5.2189 0.3104
C -2.4556 -5.9712 1.0499
C -2.6684 -5.6942 2.3937
C -1.9494 -4.6753 3.0100
C -1.0450 -3.9264 2.2767
C 0.4327 -3.8531 -1.6055
C -0.7258 -3.7210 -2.3811
C -0.8330 -4.3754 -3.5989
C 0.2283 -5.1449 -4.0687
C 1.3971 -5.2402 -3.3247
C 1.5034 -4.5967 -2.0960
H 3.9807 3.4013 -1.3241
H 5.1866 2.3106 -0.6592
H 4.0874 3.1665 0.4282
H 2.1645 1.8639 -0.4005
H 4.1324 0.6731 -2.4146
H 2.7336 1.6941 -2.7469
H 2.5038 0.0495 -2.1181
H 3.4495 0.9398 1.3941
H 5.6495 0.2346 0.9539
H 5.3303 0.0291 -0.7721
H 5.2533 -3.4440 1.3744
H 5.0770 -5.7649 2.1197
H 2.8573 -6.8942 2.0969
H 0.9046 -5.7063 1.2412
H -1.3751 -5.4743 -0.7274
H -2.9832 -6.7906 0.5739
H -3.3811 -6.2818 2.9635
H -2.0958 -4.4704 4.0666
H -0.4715 -3.1433 2.7625
H -1.5524 -3.1335 -1.9990
H -1.7463 -4.3092 -4.1792
H 0.1356 -5.6801 -5.0085
H 2.2210 -5.8470 -3.6854
H 2.4156 -4.6984 -1.5177
C 2.7645 0.4682 -5.6142
Si 2.4353 -1.3310 -5.2623
C 3.3257 -2.0080 -3.7614
C 2.5634 -2.4771 -6.7073
C 0.5372 -1.4652 -4.8469
Te -0.2162 -0.1906 -3.3820
C -1.2761 1.0046 -4.7195
Si -3.1466 0.4491 -4.9279
C -3.9394 0.9288 -3.3216
C -3.7246 1.3848 -6.4085
C -3.0929 -1.4099 -5.1371
H 3.8103 0.7254 -5.4133
H 2.1332 1.1330 -5.0160
H 2.5835 0.6911 -6.6712
H 4.2843 -1.4965 -3.6113
H 3.5486 -3.0690 -3.9158
H 2.7411 -1.9220 -2.8386
H 3.6056 -2.5585 -7.0389
H 1.9757 -2.1305 -7.5625
H 2.2225 -3.4813 -6.4372
H 0.3807 -2.4981 -4.5344
H -0.0233 -1.2575 -5.7639
H -0.7734 0.9443 -5.6920
H -1.2750 2.0389 -4.3633
H -4.1782 1.9999 -3.3184
H -3.3025 0.7289 -2.4561
H -4.8852 0.3959 -3.1707
H -3.6546 2.4638 -6.2471
H -4.7756 1.1489 -6.6113
H -3.1509 1.1336 -7.3044
H -2.5156 -1.8875 -4.3342
H -2.6313 -1.6899 -6.0909
H -4.1043 -1.8357 -5.1398
N -4.4570 -2.3243 -1.3518
N -3.6791 -2.0545 -0.2602
N -4.1659 -2.1472 0.9625
C -3.1387 -1.7225 1.6837
N -2.0963 -1.3992 0.9061
N -2.4641 -1.6226 -0.3505
H -5.2994 -2.8132 -1.0969
H -3.9482 -2.6568 -2.1540
H -3.1486 -1.6686 2.7647
```

No. 3
Formula: C69H84N3O16
Source: the Open Molecules 2025 dataset
Level of theory: ωB97M-V with the def2-TZVPD basis set

The calculation puts the LUMO energy at -3.65 eV. The value obtained for the HOMO energy is -11.266 eV. The net charge is +1. The spin multiplicity is 1.

The geometry in XYZ format:
```
172
C69H84N3O16 (ωB97M-V with the def2-TZVPD basis set)
C -2.3369 6.9105 0.8614
O -1.2582 7.5064 0.0501
C -0.1170 6.5868 -0.0816
C 0.5017 6.5455 -1.6140
C -0.6338 6.4450 -2.7948
C -1.9318 5.5134 -2.4264
C -2.3369 4.5551 -3.7108
C -2.4682 2.9644 -3.2840
C -1.8468 1.9193 -4.3878
C -1.4551 0.5042 -3.6226
C -2.5737 0.1050 -2.4584
C -2.5418 -1.4782 -2.0265
C -1.0644 -1.9918 -1.4667
N -1.0880 -2.3331 0.0359
C -0.2026 -3.2155 0.6221
N 0.9128 -3.8424 -0.1985
C 2.1710 -3.6944 0.6941
C 3.5714 -3.8482 -0.1399
C 4.9384 -3.7260 0.7539
C 6.0899 -3.0659 -0.2651
C 4.8462 -2.7156 2.0409
C 2.0405 -4.6333 2.0293
C 2.7368 -6.1121 1.9181
C 2.3130 -6.9876 0.5990
C 0.9601 -7.9023 0.7785
O 1.0103 -9.0837 -0.1088
C 0.4328 -4.7205 2.4747
N -0.3539 -3.4786 2.1101
C 0.0419 -2.2832 2.9434
C -0.5206 -2.4377 4.5029
C -0.2694 -1.0678 5.3957
C -2.1173 -2.8420 4.3825
H -2.4939 5.7604 0.6646
H -3.3488 7.4662 0.5634
H -2.1893 7.1030 2.0204
H -0.3764 5.4571 0.1864
H 0.7499 6.9120 0.6570
H 1.1143 7.5416 -1.7826
H 1.2376 5.6239 -1.7192
H -0.0857 6.0393 -3.7625
H -1.0515 7.5190 -3.1024
H -2.8637 6.2191 -2.2071
H -1.8006 4.8420 -1.4690
H -1.5801 4.6547 -4.6048
H -3.4020 4.9183 -4.0713
H -1.8291 2.8196 -2.2880
H -3.6053 2.7389 -3.1144
H -2.5710 1.7420 -5.3085
H -0.8501 2.4028 -4.8189
H -1.3121 -0.3841 -4.4042
H -0.4539 0.7239 -3.0358
H -3.6431 0.3682 -2.8905
H -2.3813 0.7651 -1.4890
H -2.8201 -2.1095 -2.9759
H -3.3759 -1.6699 -1.2163
H -0.8139 -2.9829 -2.0644
H -0.2447 -1.1514 -1.6695
H -1.8609 -1.8493 0.5820
H 0.6490 -4.8381 -0.3045
H 2.1330 -2.5641 1.0764
H 3.6635 -4.8195 -0.7901
H 3.5986 -2.9404 -0.9150
H 5.3736 -4.8025 1.0260
H 7.1179 -3.2646 0.2616
H 5.8934 -1.9115 -0.3291
H 5.9906 -3.6243 -1.3082
H 4.6610 -3.4101 2.9939
H 5.9303 -2.2507 2.2218
H 4.0540 -1.8587 1.9476
H 2.5705 -4.0847 2.9478
H 2.3505 -6.7315 2.8632
H 3.9163 -6.0295 2.0845
H 2.1909 -6.3759 -0.3907
H 3.2085 -7.7531 0.4076
H 0.7281 -8.1615 1.9082
H 0.0475 -7.2285 0.4139
H 1.5383 -8.8172 -0.9381
H -0.1227 -5.6366 1.9942
H 0.4454 -4.9117 3.6410
H -0.3938 -1.2849 2.4602
H 1.2030 -2.1467 3.0092
H 0.0554 -3.3028 5.0626
H 0.3601 -0.2481 4.8285
H -1.2924 -0.6294 5.7645
H 0.3590 -1.3701 6.3434
H -2.6015 -2.0248 3.6651
H -2.6437 -2.8042 5.4380
H -2.2651 -3.9200 3.9121
C -1.6798 11.1844 2.5434
C -2.6427 10.5398 1.8774
C -3.8381 10.0208 2.5707
O -4.7190 9.4289 1.9622
C -3.9289 10.2429 4.0275
C -2.9660 10.8875 4.6935
C -1.7706 11.4066 4.0002
O -0.8897 11.9985 4.6087
H -0.7962 11.5708 2.0502
H -2.5911 10.3695 0.8086
H -4.8125 9.8565 4.5207
H -3.0176 11.0578 5.7623
C 3.4976 1.4852 2.2964
C 4.6525 2.1052 2.0354
C 5.3293 2.9266 3.0583
O 6.3854 3.4960 2.8195
C 4.6817 3.0350 4.3806
C 3.5268 2.4150 4.6417
C 2.8500 1.5935 3.6188
O 1.7939 1.0241 3.8575
H 2.9877 0.8795 1.5573
H 5.1405 2.0349 1.0706
H 5.1916 3.6407 5.1198
H 3.0388 2.4853 5.6065
C 9.7631 -7.8641 2.1904
C 8.5502 -7.4189 2.5324
C 7.8027 -6.4883 1.6638
O 6.6933 -6.0788 1.9770
C 8.4464 -6.0703 0.4026
C 9.6593 -6.5154 0.0606
C 10.4068 -7.4460 0.9292
O 11.5162 -7.8555 0.6160
H 10.3252 -8.5463 2.8164
H 8.0642 -7.7168 3.4538
H 7.8843 -5.3880 -0.2234
H 10.1453 -6.2176 -0.8608
C -6.9668 3.2658 0.7879
C -6.8129 3.1662 -0.5360
C -6.4126 4.3305 -1.3505
O -6.2735 4.2407 -2.5626
C -6.1875 5.6080 -0.6455
C -6.3414 5.7077 0.6784
C -6.7417 4.5434 1.4929
O -6.8808 4.6332 2.7049
H -7.2606 2.4218 1.3999
H -6.9736 2.2360 -1.0677
H -5.8937 6.4520 -1.2575
H -6.1808 6.6379 1.2101
C 9.0172 -4.6693 -5.7062
C 8.9448 -4.8493 -4.3838
C 7.6740 -4.6695 -3.6546
O 7.6073 -4.8321 -2.4439
C 6.4865 -4.2850 -4.4431
C 6.5588 -4.1050 -5.7655
C 7.8296 -4.2848 -6.4947
O 7.8963 -4.1222 -7.7053
H 9.9416 -4.7964 -6.2563
H 9.8068 -5.1322 -3.7914
H 5.5621 -4.1579 -3.8930
H 5.6969 -3.8221 -6.3578
C -6.3166 5.1449 -5.8727
C -7.5633 4.8952 -5.4607
C -8.7058 4.9606 -6.3932
O -9.8474 4.7341 -6.0165
C -8.4172 5.3109 -7.7981
C -7.1705 5.5606 -8.2101
C -6.0280 5.4952 -7.2776
O -4.8864 5.7217 -7.6542
H -5.4674 5.1020 -5.2015
H -7.7912 4.6362 -4.4336
H -9.2663 5.3538 -8.4692
H -6.9426 5.8196 -9.2371
C -5.1620 -4.5816 2.3838
C -4.8834 -5.8164 2.8130
C -5.9254 -6.6715 3.4148
O -5.6708 -7.8010 3.8097
C -7.2867 -6.1103 3.5225
C -7.5653 -4.8755 3.0934
C -6.5233 -4.0204 2.4915
O -6.7778 -2.8909 2.0967
H -4.4093 -3.9411 1.9407
H -3.8900 -6.2427 2.7403
H -8.0394 -6.7508 3.9657
H -8.5586 -4.4492 3.1660
```

| no. | electronic energy (a.u.) |
| --- | --- |
| 1 | -9201.94930 |
| 2 | -5636.79327 |
| 3 | -4046.79863 |